[1]
{"formula": "C16H34OP2V", "method": "ωB97M-V/def2-TZVPD", "relative_energy_ev": 2.363, "s2": 3.770, "lumo_ev": [0.1, -0.2], "homo_lumo_gap_ha": [0.149, 0.137], "spin_multiplicity": 4, "total_charge": 0, "homo_energy_ev": [-4.0, -4.0], "elements": ["P", "P", "C", "C", "H", "H", "H", "H", "C", "H", "H", "H", "C", "H", "H", "H", "C", "H", "H", "H", "C", "H", "H", "H", "V", "C", "C", "C", "C", "C", "C", "C", "C", "C", "H", "H", "H", "H", "H", "H", "H", "H", "H", "H", "H", "H", "H", "H", "H", "C", "O", "H", "H", "H"], "positions_angstrom": [[-1.10811, 2.43926, 0.05342], [1.92143, 0.35815, -1.67442], [0.42393, 2.80175, -0.94609], [0.89868, 1.82746, -2.06036], [1.24466, 3.03335, -0.23536], [0.19374, 3.74538, -1.48113], [0.05897, 1.54490, -2.73590], [1.61522, 2.39328, -2.68284], [3.61290, 0.80260, -1.25058], [4.18128, -0.09690, -0.95695], [3.64266, 1.52653, -0.42184], [4.07568, 1.23810, -2.15291], [2.01934, -0.50918, -3.25209], [2.71301, 0.05573, -3.89329], [1.02603, -0.55350, -3.72829], [2.39081, -1.53425, -3.10574], [-1.18372, 3.70919, 1.32803], [-1.90112, 3.42104, 2.10986], [-1.51931, 4.64642, 0.85735], [-0.18817, 3.85551, 1.76805], [-2.41927, 2.96546, -1.11923], [-2.27432, 2.46867, -2.08875], [-2.37203, 4.05374, -1.24967], [-3.40968, 2.68630, -0.73292], [-0.04728, -1.92253, 3.86051], [0.48470, -1.78701, -1.11236], [1.27159, -0.71398, -0.51781], [0.81893, 0.10624, 0.78646], [-0.59872, 0.07222, 1.36471], [-1.76507, 0.88085, 0.56271], [-2.40821, 0.05370, -0.43449], [-1.62126, -0.51540, -1.47278], [-0.94829, -1.89677, -1.10609], [-1.73123, -2.77780, 2.77102], [1.05513, -2.63095, -1.50021], [2.23671, -1.18279, -0.21980], [1.14516, 1.16800, 0.66015], [1.47841, -0.28615, 1.58702], [-0.88637, -0.97772, 1.57844], [-0.53438, 0.58381, 2.34700], [-2.50210, 1.14880, 1.34751], [-3.41980, -0.31201, -0.23679], [-0.79678, 0.19396, -1.68859], [-2.22667, -0.64595, -2.39613], [-1.36480, -2.30014, -0.15861], [-1.24080, -2.55901, -1.93466], [-1.55188, -3.80599, 2.40261], [-2.34596, -2.28841, 1.99878], [-2.34691, -2.87738, 3.68764], [1.23164, -4.37580, 3.45867], [1.19780, -3.08245, 4.09746], [2.24053, -4.76411, 3.59185], [1.00004, -4.32178, 2.39156], [0.53328, -5.06243, 3.93584]]}


[2]
{"formula": "C16H34OP2Zn", "method": "ωB97M-V/def2-TZVPD", "relative_energy_ev": 3.645, "lumo_ev": 0.4, "homo_lumo_gap_ha": 0.204, "total_charge": 0, "homo_energy_ev": -5.1, "elements": ["P", "P", "C", "C", "H", "H", "H", "H", "C", "H", "H", "H", "C", "H", "H", "H", "C", "H", "H", "H", "C", "H", "H", "H", "Zn", "C", "C", "C", "C", "C", "C", "C", "C", "C", "H", "H", "H", "H", "H", "H", "H", "H", "H", "H", "H", "H", "H", "H", "H", "C", "O", "H", "H", "H"], "positions_angstrom": [[0.19738, -1.89656, 1.11741], [-0.02499, 1.76752, 1.68251], [-0.10674, -0.52573, -0.09685], [0.42230, 0.90592, 0.15241], [-1.17060, -0.52731, -0.39782], [0.48769, -0.90657, -0.92680], [1.50372, 0.98367, -0.06007], [-0.08284, 1.56955, -0.54816], [-1.74705, 2.38195, 1.53211], [-1.96296, 2.90108, 2.48018], [-2.43442, 1.52168, 1.44216], [-1.87844, 3.06530, 0.67934], [1.14074, 3.08826, 2.05042], [1.08770, 3.89635, 1.31334], [2.15614, 2.67948, 2.08090], [0.87716, 3.46829, 3.04165], [-1.01023, -3.22316, 0.82331], [-0.90575, -3.94987, 1.63782], [-0.83473, -3.71908, -0.13485], [-2.02767, -2.80768, 0.85410], [1.92408, -2.45017, 0.85316], [2.60079, -1.57771, 0.91065], [2.02386, -2.94950, -0.12565], [2.16839, -3.16147, 1.66236], [-0.33684, -0.30230, 2.62699], [0.50646, 1.46705, -2.69274], [-0.83354, 1.52839, -2.53720], [-1.78831, 0.90942, -3.51030], [-1.41588, -0.55098, -3.92631], [-0.65483, -1.30979, -2.89245], [0.70020, -1.40129, -2.81865], [1.63271, -0.61166, -3.68842], [1.22899, 0.88617, -3.86554], [0.15920, -1.90160, 3.78317], [1.19993, 1.94697, -1.97568], [-1.32279, 2.17032, -1.79938], [-1.84747, 1.55102, -4.40249], [-2.80089, 0.88733, -3.07836], [-2.35919, -1.09110, -4.08836], [-0.91006, -0.53669, -4.90263], [-1.28834, -1.85096, -2.16963], [1.19178, -2.16205, -2.20081], [1.72410, -1.09632, -4.67386], [2.64746, -0.62633, -3.25293], [2.15586, 1.46643, -3.97474], [0.68596, 1.01695, -4.80997], [1.19291, -1.70047, 4.14056], [0.08737, -2.90785, 3.32759], [-0.54455, -1.82264, 4.63126], [-0.26061, 1.08758, 5.39664], [-0.53242, 1.05383, 4.01671], [-0.82198, 1.95475, 5.77950], [0.81307, 1.23456, 5.61563], [-0.61184, 0.17701, 5.91877]]}


[3]
{"formula": "C16H34P2Pt", "method": "ωB97M-V/def2-TZVPD", "relative_energy_ev": 1.266, "s2": 6.023, "lumo_ev": [-7.6, -8.8], "homo_lumo_gap_ha": [0.177, 0.237], "spin_multiplicity": 5, "total_charge": 2, "homo_energy_ev": [-12.4, -15.3], "elements": ["P", "P", "C", "C", "H", "H", "H", "H", "C", "H", "H", "H", "C", "H", "H", "H", "C", "H", "H", "H", "C", "H", "H", "H", "Pt", "C", "C", "C", "C", "C", "C", "C", "C", "C", "H", "H", "H", "H", "H", "H", "H", "H", "H", "H", "H", "H", "H", "H", "H", "C", "H", "H", "H"], "positions_angstrom": [[0.19713, -2.36638, 1.38403], [0.06221, 2.84966, 1.89001], [1.16902, 0.55518, 0.49379], [1.21370, 2.05493, 0.61749], [1.05224, 0.23377, -0.57641], [2.08911, 0.04195, 0.87283], [2.27637, 2.31252, 0.88236], [1.02486, 2.49865, -0.36063], [-1.44174, 3.51599, 0.96596], [-2.10226, 4.07461, 1.66346], [-2.05441, 2.69894, 0.55860], [-1.10349, 4.19447, 0.16057], [1.10839, 4.40756, 1.93783], [0.65467, 5.22253, 1.34131], [2.12929, 4.23175, 1.54582], [1.20795, 4.71279, 2.98656], [-0.91713, -3.57435, 0.60827], [-1.21010, -4.41743, 1.24826], [-0.49458, -3.91699, -0.34539], [-1.82474, -3.00899, 0.39418], [1.84336, -3.08090, 0.96617], [2.61352, -2.29442, 0.89507], [1.87398, -3.67289, 0.03049], [2.08553, -3.71293, 1.83322], [-0.55029, -0.47470, -0.24678], [0.16309, 1.15397, -2.15465], [-1.13147, 1.02899, -1.60887], [-2.21399, 0.37443, -2.45027], [-1.71501, -1.00658, -2.83622], [-0.90124, -1.63452, -1.72596], [0.52455, -1.72204, -1.72851], [1.41282, -1.03895, -2.71027], [0.85992, 0.37356, -3.16302], [-0.04120, -2.76512, 3.17813], [0.65769, 2.12446, -1.95998], [-1.50341, 1.88710, -1.02202], [-2.57948, 0.84986, -3.39514], [-3.07691, 0.28538, -1.74872], [-2.59955, -1.64303, -2.93792], [-1.17155, -1.07131, -3.78045], [-1.42792, -2.51046, -1.37769], [1.10115, -2.49991, -1.18563], [1.58978, -1.59754, -3.65975], [2.43745, -0.92300, -2.28241], [1.77817, 0.90695, -3.49574], [0.24343, 0.19773, -4.06726], [0.68854, -2.16984, 3.76858], [0.20388, -3.82781, 3.34576], [-1.08448, -2.63223, 3.43793], [-0.69635, 1.27488, 3.24319], [-1.68893, 1.73418, 3.30331], [0.06105, 1.60251, 3.96688], [-0.79259, 0.16304, 3.29962]]}


[4]
{"formula": "C16H35B2F4LaN4O11P4", "method": "ωB97M-V/def2-TZVPD", "relative_energy_ev": 2.269, "lumo_ev": -7.3, "homo_lumo_gap_ha": 0.272, "total_charge": 2, "homo_energy_ev": -14.7, "elements": ["La", "C", "C", "N", "O", "B", "F", "F", "O", "N", "C", "C", "C", "N", "O", "B", "F", "F", "O", "N", "C", "C", "C", "H", "H", "H", "H", "H", "H", "H", "H", "H", "H", "H", "H", "C", "P", "C", "C", "C", "P", "C", "C", "H", "H", "H", "H", "H", "H", "H", "H", "H", "H", "H", "H", "H", "H", "H", "H", "C", "C", "O", "P", "O", "O", "O", "P", "O", "O", "O", "H", "H", "H", "H", "H", "H", "H"], "positions_angstrom": [[0.18007, -0.97856, -0.25193], [-2.77163, 0.09844, -3.73193], [-2.31413, -0.18666, -2.35163], [-1.55223, 0.58414, -1.65563], [-1.07463, 1.73284, -2.27763], [0.04727, 2.32164, -1.65893], [0.91597, 2.92224, -2.46803], [0.75487, 1.31474, -0.80383], [-0.30533, 3.40064, -0.56593], [-0.57393, 2.75804, 0.61977], [-1.82483, 2.44654, 0.89867], [-2.90263, 3.16004, 0.17907], [-2.23043, 1.35654, 1.74967], [-1.56933, 0.23694, 1.59627], [-2.17123, -0.80766, 2.19467], [-1.98263, -2.21226, 1.71917], [-2.40913, -3.03056, 2.67057], [-0.51253, -2.34716, 1.49617], [-2.60053, -2.47166, 0.42047], [-2.18953, -1.51626, -0.47553], [-2.76053, -1.40136, -1.62313], [-3.76333, -2.34256, -2.18713], [-3.53083, 1.42764, 2.47867], [-3.61463, 0.78844, -3.69293], [-3.08463, -0.80076, -4.25043], [-1.97213, 0.59954, -4.27413], [-2.49583, 3.87994, -0.52663], [-3.53413, 3.67704, 0.90547], [-3.55393, 2.46714, -0.35013], [-4.04883, -3.07166, -1.43183], [-3.32753, -2.88006, -3.03013], [-4.64753, -1.82606, -2.55323], [-3.49973, 0.76624, 3.34217], [-4.33733, 1.05454, 1.84487], [-3.77183, 2.43694, 2.79397], [0.75237, -0.99226, 3.83407], [1.58957, -0.39786, 2.30637], [3.15297, -1.34186, 2.44497], [2.19587, 1.23054, 3.00617], [1.08937, 2.28394, 3.02657], [0.91877, 3.15364, 1.43207], [2.39297, 3.03034, 0.40387], [0.68657, 4.91964, 1.74047], [1.38527, -0.80766, 4.70127], [0.57057, -2.06106, 3.75017], [-0.20973, -0.50666, 3.97927], [3.59317, -1.21656, 3.43487], [3.85547, -1.02906, 1.67457], [2.94467, -2.39806, 2.27237], [3.05767, 1.56824, 2.43107], [2.54747, 1.05394, 4.02537], [1.32737, 3.06054, 3.76137], [0.13537, 1.83234, 3.30877], [3.17577, 3.54604, 0.96337], [2.23267, 3.55654, -0.53863], [2.69987, 2.00804, 0.18807], [1.64067, 5.31904, 2.08417], [-0.06603, 5.11254, 2.50197], [0.41557, 5.42724, 0.81497], [2.59647, -4.08156, -3.19923], [1.81797, -3.08776, -2.37233], [0.40367, -3.35036, -2.27953], [1.76517, -1.38246, -3.05003], [1.74557, -1.48186, -4.63303], [3.08227, -0.57666, -2.77803], [0.54857, -0.70916, -2.52673], [2.52247, -2.84186, -0.65733], [1.34827, -3.60646, 0.20737], [3.84897, -3.39556, -0.41143], [2.24527, -1.36336, -0.37633], [2.28947, -4.06426, -4.24413], [2.47177, -5.09236, -2.80803], [3.65807, -3.83956, -3.13433], [0.28237, -4.30586, -2.15233], [0.88507, -1.63166, -5.02153], [3.76857, -0.66576, -3.44473], [1.66507, -4.43226, 0.58487]]}


no.,strongest force on any atom (eV/Å)
1,5.49
2,3.53
3,5.56
4,4.22